[1]
Here is a 2-piece molecular cluster, C2H7NO2 overall from the OMol25 dataset. Energies are from ωB97M-V/def2-TZVPD.

Its SMILES is CNC=O.O. The strongest force on any atom comes out at 3.07 eV/A.

Geometry as XYZ:
```
12
Properties=species:S:1:pos:R:3:forces:R:3
C -0.3729 1.4390 0.7451 -1.015 -0.708 -0.316
N -1.0608 0.0875 0.5538 1.555 1.161 0.477
C -1.9407 -0.3714 1.4948 -1.920 2.270 -0.765
O -2.3220 0.3124 2.4558 1.241 -1.580 -1.054
H 0.1436 1.7329 -0.1841 -0.293 -0.375 0.360
H 0.3480 1.4867 1.5785 -0.435 -0.419 -0.308
H -1.1842 2.1603 0.9399 0.464 -0.195 0.012
H -0.8735 -0.4090 -0.3209 -0.279 0.122 0.898
H -2.5633 -1.1993 1.0769 0.679 -0.270 0.699
O 3.4687 -1.4084 -2.8763 -0.622 -1.025 0.309
H 2.5038 -1.5270 -2.7240 1.071 0.070 -0.171
H 3.8533 -2.3037 -2.7394 -0.447 0.950 -0.140
```
Positions in Å, forces in eV/Å.

---

[2]
Here is one molecule with the formula C5H6ClNO2 from the OMol25 dataset. Energies are from ωB97M-V/def2-TZVPD.

The strongest force on any atom comes out at 7.12 eV/A.

Geometry as XYZ:
```
15
Properties=species:S:1:pos:R:3:forces:R:3
C 0.1706 -1.4832 -0.4411 0.638 -1.291 -0.251
C 0.9409 -0.6602 0.1768 -6.484 2.700 -1.197
C 0.0822 2.0443 -0.3118 -1.766 -2.727 -1.063
C -1.3126 -1.2661 -0.7298 2.157 -0.233 -0.356
C -0.6551 0.8185 0.1719 2.919 -3.582 -0.241
N 0.5039 2.8390 0.6029 -0.221 0.719 3.537
O 0.3311 2.1122 -1.4718 0.591 0.360 -2.306
O -1.3517 0.1545 -0.7579 -1.676 0.803 -0.236
Cl -1.2020 0.6103 1.8145 -0.644 0.572 0.618
H 0.6431 -2.3473 -0.8282 0.054 -1.350 -0.336
H 1.8827 -0.4420 0.3891 3.795 0.647 1.031
H -1.5326 -1.7311 -1.7603 -0.199 1.135 1.712
H -1.8323 -1.7419 0.1227 -0.453 0.427 -0.631
H 0.0263 2.9389 1.4577 -0.615 -0.508 1.070
H 1.0513 3.5980 0.4461 1.904 2.329 -1.351
```
Positions in Å, forces in eV/Å.

---

[3]
Here is C26H27AgN4O10S as an isolated structure from the OMol25 dataset. Energies are from ωB97M-V/def2-TZVPD.

Its charge is -2. The strongest force on any atom comes out at 0.70 eV/A.

Geometry as XYZ:
```
69
Properties=species:S:1:pos:R:3:forces:R:3
Ag -0.5651 1.8994 0.8927 -0.301 0.272 0.576
O 0.1946 -0.7746 4.0626 0.258 -0.109 0.254
C -0.6735 -0.2273 3.3561 -0.097 -0.179 -0.161
O -0.7899 0.9893 3.1035 -0.002 0.239 -0.188
C -1.7476 -1.1710 2.7958 -0.020 0.020 0.018
C -2.2562 -2.0789 3.6721 0.161 0.140 -0.016
C -3.2734 -2.9748 3.2946 -0.249 -0.311 0.114
C -3.7541 -2.9866 2.0084 0.110 0.152 0.030
C -3.2382 -2.0863 1.0873 -0.357 -0.062 -0.107
C -2.2035 -1.1046 1.4001 0.176 0.138 0.086
O -1.6998 -0.3295 0.5656 -0.063 -0.243 0.093
N -3.8385 -2.1728 -0.2272 0.504 0.155 -0.171
O -3.6500 -1.2755 -1.0389 -0.117 -0.124 0.144
O -4.5014 -3.1706 -0.5040 -0.187 -0.064 -0.052
N -3.8191 -3.8990 4.2562 0.189 0.111 -0.081
O -3.3760 -3.8769 5.4018 -0.124 -0.046 -0.118
O -4.6986 -4.6815 3.9011 0.016 0.027 0.067
H -1.8518 -2.1171 4.6740 -0.012 0.017 -0.026
H -4.5298 -3.6750 1.7145 0.025 0.019 -0.006
C 1.4715 -1.9750 1.4187 -0.083 -0.166 0.018
N 2.5644 -1.0811 1.7573 -0.085 0.072 0.038
C 3.1636 -1.3574 3.0519 0.026 -0.070 0.079
C 2.5571 0.1711 1.2171 0.157 0.112 -0.267
O 1.6720 0.6059 0.4919 -0.068 -0.201 0.091
N 3.6828 0.9536 1.4869 -0.078 0.088 0.136
C 3.5918 2.3239 1.0232 -0.012 0.028 -0.064
C 4.9990 0.3784 1.3411 0.094 -0.085 -0.102
H 1.8752 -2.9508 1.1271 0.006 0.015 -0.028
H 0.9008 -1.5535 0.5989 -0.045 0.015 -0.071
H 0.8142 -2.1002 2.2822 0.021 0.007 -0.043
H 2.3787 -1.3653 3.8135 0.002 -0.013 -0.016
H 3.8981 -0.6002 3.3079 -0.073 0.000 0.067
H 3.6636 -2.3333 3.0208 -0.018 0.033 0.023
H 2.6020 2.7238 1.2263 -0.015 -0.010 0.019
H 3.7623 2.3998 -0.0580 -0.007 0.021 -0.003
H 4.3427 2.9185 1.5479 0.010 0.019 0.005
H 4.9560 -0.7031 1.4412 0.042 0.047 -0.043
H 5.6858 0.7713 2.0970 0.008 0.018 0.017
H 5.4170 0.6118 0.3504 -0.008 -0.006 0.021
C -0.5354 5.1315 1.1689 0.023 -0.016 -0.044
C -1.0556 3.9442 0.3479 0.015 -0.120 -0.184
O -1.7691 4.2217 -0.6115 0.070 0.024 0.042
H -0.9102 6.0852 0.7780 -0.023 0.036 -0.001
H 0.5574 5.1116 1.1366 0.036 0.003 -0.019
H -0.8181 4.9979 2.2140 -0.047 -0.018 0.076
O 0.9079 2.6061 -2.1575 -0.048 -0.096 -0.047
S -0.1231 1.5706 -1.8691 0.383 0.231 -0.196
C 0.6473 0.0039 -2.3240 0.000 0.076 -0.026
C 1.9412 0.0376 -2.8122 -0.037 -0.028 0.029
C 2.5852 -1.1576 -3.0959 0.045 -0.007 -0.042
C 1.9347 -2.3668 -2.8908 -0.008 -0.013 0.004
C 0.6381 -2.3813 -2.3931 -0.013 -0.013 0.027
C -0.0102 -1.1924 -2.0937 0.101 -0.070 -0.040
C -1.2628 1.6293 -3.2590 -0.029 0.001 0.068
C -2.4395 0.8990 -3.2060 0.019 0.075 -0.072
C -3.3266 0.9855 -4.2665 -0.035 -0.016 -0.044
C -3.0449 1.8104 -5.3493 -0.036 -0.036 0.050
C -1.8771 2.5585 -5.3671 0.063 0.056 -0.052
C -0.9774 2.4754 -4.3139 -0.040 -0.053 -0.034
H 2.4221 0.9995 -2.9333 0.005 0.019 -0.004
H 3.6018 -1.1454 -3.4717 0.011 -0.006 0.004
H 2.4446 -3.2988 -3.1013 0.006 -0.024 -0.013
H 0.1325 -3.3205 -2.2088 0.004 -0.036 0.000
H -0.9939 -1.1947 -1.6503 -0.176 0.005 0.097
H -2.6682 0.2904 -2.3445 -0.044 -0.079 0.126
H -4.2461 0.4155 -4.2343 -0.022 -0.005 -0.007
H -3.7472 1.8843 -6.1697 -0.029 -0.001 -0.037
H -1.6677 3.2178 -6.2014 -0.007 0.006 -0.008
H -0.0665 3.0573 -4.2803 0.032 0.030 0.008
```
Positions in Å, forces in eV/Å.

---

[4]
Here is a 2-piece molecular cluster, C5H14 overall from the OMol25 dataset. Energies are from ωB97M-V/def2-TZVPD.

Its SMILES is CCC.CC. The strongest force on any atom comes out at 2.14 eV/A.

Geometry as XYZ:
```
19
Properties=species:S:1:pos:R:3:forces:R:3
C 2.1470 0.2708 1.7833 0.446 1.042 -0.022
C 1.8709 0.3243 0.2838 -0.239 -0.187 -0.185
C 2.1602 1.7107 -0.3016 -0.305 0.618 0.197
H 3.2329 0.1761 1.8789 -0.072 0.004 0.294
H 1.6842 -0.4797 2.4146 -0.238 -0.318 -0.360
H 1.8882 1.2546 2.1952 -0.020 -0.217 0.204
H 2.4804 -0.4468 -0.1992 -0.086 0.159 -0.116
H 0.8324 0.1195 0.0019 0.058 -0.291 0.332
H 2.8865 2.3297 0.2362 0.478 -0.604 -0.074
H 2.4323 1.6390 -1.3519 0.066 0.166 -0.049
H 1.2775 2.3617 -0.2199 -0.103 -0.377 -0.222
C -2.5000 -1.4706 -1.3772 0.368 -0.858 -1.248
C -3.3400 -0.7742 -0.3259 2.039 0.243 0.612
H -2.9770 -2.4173 -1.6549 0.069 0.031 -0.001
H -2.2344 -1.0043 -2.3361 -0.624 0.537 0.289
H -1.5104 -1.7415 -0.9991 -0.159 -0.007 0.400
H -3.2233 -1.4746 0.5070 -1.144 0.125 0.178
H -2.7683 0.0806 0.0580 -0.369 0.265 -0.258
H -4.3391 -0.4580 -0.5932 -0.165 -0.331 0.032
```
Positions in Å, forces in eV/Å.

---

[5]
Here is a 14-piece molecular cluster, C5H35NO14 overall from the OMol25 dataset. Energies are from ωB97M-V/def2-TZVPD.

The spin multiplicity is 2. Its charge is -1. The strongest force on any atom comes out at 2.81 eV/A.

Geometry as XYZ:
```
55
Properties=species:S:1:pos:R:3:forces:R:3
O -2.6272 0.2878 -3.8993 0.830 -0.570 0.926
C -2.3492 -0.3648 -2.9000 -1.429 1.185 0.233
C -1.7927 0.1761 -1.6159 -0.438 0.012 0.756
C -0.2870 -0.2012 -1.5485 -0.002 1.939 -0.282
C 0.2036 -1.3057 -0.7288 -0.344 -0.771 -0.604
C 0.4602 -2.4676 -1.3275 0.341 -0.604 0.259
N 0.4014 -0.9769 0.6052 -1.754 1.597 -0.143
H -2.6594 -1.3943 -2.7831 0.108 -0.924 -0.566
H -1.9978 1.2532 -1.5269 0.638 -0.042 -0.462
H -2.3880 -0.1857 -0.7368 0.519 -0.410 -0.736
H 0.1284 -0.2362 -2.5302 0.060 -0.664 -0.957
H 0.2173 0.6788 -1.2271 0.381 1.138 0.720
H 0.6139 -3.3785 -0.7617 0.454 0.012 0.009
H 0.6506 -2.4807 -2.4013 -0.730 -0.179 0.313
H 0.4503 -1.7267 1.2312 0.275 -1.348 1.189
H -0.2948 -0.2785 0.9389 0.523 -0.702 -0.105
H -2.7059 2.2428 2.2970 0.580 0.147 0.207
H -1.9987 1.2948 3.3934 -0.859 -0.100 -0.469
O -2.8455 1.4932 2.8894 0.346 0.950 0.256
H 2.6237 -1.2962 2.8224 0.076 0.323 -0.885
H 2.9128 -2.8489 2.8090 0.175 -0.518 -1.119
O 2.7323 -2.0893 3.3344 -0.234 0.244 1.960
H -2.4989 -1.6459 2.3167 0.096 -0.015 0.458
H -1.3757 -2.6946 2.3383 0.640 -0.823 -0.388
O -1.8076 -2.0721 2.8997 -0.994 0.539 -0.020
H 2.6809 2.5538 -0.8241 0.285 0.280 1.008
H 2.3987 2.4958 -2.1922 1.043 -0.330 -0.311
O 3.1791 2.3210 -1.6098 -1.252 -0.067 -1.199
H -0.1443 2.9965 1.3713 0.064 0.466 -0.572
H -1.2310 3.7710 0.4919 0.716 -0.187 0.117
O -1.0802 3.2111 1.2636 -1.032 -0.224 0.402
H 0.1871 1.7510 -4.5076 0.507 -0.075 -0.372
H -0.9949 1.9071 -3.6276 1.406 0.947 -0.060
O -0.0845 2.3156 -3.7841 -1.957 -0.896 0.377
H 4.8278 -0.7247 0.4294 -0.320 0.341 -0.658
H 4.6179 0.1253 -0.9013 0.223 -0.900 0.818
O 4.6449 -0.7909 -0.5277 0.210 0.605 -0.308
H -1.5428 -2.8180 0.0479 -0.086 0.736 -0.356
H -1.7104 -4.2455 0.0266 0.026 -1.067 -0.012
O -2.2018 -3.4676 -0.2112 -0.235 0.215 0.290
H 2.1577 4.4282 0.5856 -0.784 -0.795 -0.300
H 2.1852 2.8982 0.8926 -1.469 1.127 -0.888
O 1.6212 3.6130 0.4003 2.287 -0.596 1.527
H -1.4274 -0.7933 3.8213 0.889 1.021 0.637
H -0.2968 0.1845 4.4749 0.300 -0.402 -0.126
O -1.2312 0.0835 4.2953 -0.574 -0.459 -0.163
H 2.9418 -0.3906 -2.3490 -0.064 -0.045 -0.268
H 2.7185 -1.8392 -2.1479 0.329 -1.224 1.130
O 2.5296 -1.1626 -2.7643 0.136 1.608 -1.188
H -4.5446 -0.7060 1.8081 0.938 0.615 0.068
H -3.3061 0.4001 2.0060 -0.496 -0.083 0.738
O -3.5896 -0.5148 1.7310 -0.775 -1.474 -1.145
H 2.6544 0.6262 -0.2077 -0.112 -0.183 0.200
H 1.6862 0.2725 0.9602 0.527 0.042 -0.420
O 2.5001 0.7784 0.7373 0.013 0.588 0.483
```
Positions in Å, forces in eV/Å.

---

[6]
Here is one molecule with the formula C18H15NO4S2 from the OMol25 dataset. Energies are from ωB97M-V/def2-TZVPD.

Its SMILES is O=C1CC[C@H](C2(c3ccccc3)C(=O)C3=C(SCCS3)C2=O)C(=O)N1. The strongest force on any atom comes out at 3.53 eV/A.

Geometry as XYZ:
```
40
Properties=species:S:1:pos:R:3:forces:R:3
O 3.0160 -3.6616 -2.2521 0.443 -0.221 0.106
C 2.1949 -3.0060 -1.6506 0.950 -0.135 -2.359
C 1.5369 -1.8232 -2.3300 0.018 0.404 1.086
C 1.0603 -0.8479 -1.2509 -0.184 0.084 -0.223
C 0.1022 -1.5426 -0.2422 1.354 0.719 0.228
C -0.3452 -0.5412 0.9100 0.082 0.692 0.130
C -1.2890 -1.2048 1.8849 -0.349 -0.567 1.024
C -2.6151 -1.4293 1.4700 0.792 -0.206 0.686
C -3.4556 -2.1259 2.3132 -0.394 -0.336 0.106
C -3.0473 -2.5636 3.5725 -0.544 -0.186 -0.166
C -1.7462 -2.3439 4.0019 0.059 0.228 -0.196
C -0.8629 -1.6741 3.1571 -0.314 0.150 -0.446
C -1.0232 0.7347 0.3643 -1.583 -0.159 -2.939
O -1.9153 0.7639 -0.4798 0.708 -0.426 1.025
C -0.3585 1.9727 0.7527 2.978 0.383 1.859
C 0.7534 1.6273 1.5285 -1.518 0.733 -0.577
S 1.9146 2.7399 2.2532 -0.462 -0.416 0.251
C 0.9791 4.3199 2.1963 -0.626 -0.634 -0.141
C 0.6204 4.6443 0.7498 -0.248 0.089 0.568
S -0.7460 3.5839 0.1322 -0.173 -0.561 0.040
C 0.8175 0.1337 1.6470 2.717 -1.949 0.330
O 1.7549 -0.5370 2.1172 -1.876 1.980 -0.803
C 0.7296 -2.8792 0.2467 -2.097 -0.899 1.522
O 0.2275 -3.6288 1.0722 -0.002 1.312 -0.025
N 1.7933 -3.3881 -0.4162 0.725 1.069 -0.316
H 2.1977 -1.3473 -3.0778 -0.052 -0.459 0.627
H 0.6788 -2.1800 -2.8825 -0.337 -0.302 -0.171
H 0.5426 -0.0582 -1.7720 -0.427 0.440 0.047
H 1.9255 -0.3658 -0.7739 -0.194 -0.337 0.192
H -0.7850 -1.8734 -0.7769 -0.327 0.189 0.012
H -2.9853 -1.0995 0.5120 0.172 0.074 -0.117
H -4.4538 -2.3878 1.9576 0.176 0.217 0.217
H -3.8068 -3.0889 4.1556 0.505 0.073 0.117
H -1.3634 -2.6823 4.9695 -0.370 0.044 -0.338
H 0.1576 -1.5770 3.5328 -0.255 0.193 -0.543
H 0.0407 4.2934 2.7994 0.853 -0.187 -0.231
H 1.6429 5.0839 2.6054 0.068 -0.210 0.001
H 0.2488 5.6868 0.7429 -0.064 -0.579 -0.413
H 1.5077 4.5545 0.1285 -0.139 0.063 -0.174
H 2.2415 -4.1922 -0.0138 -0.068 -0.367 0.006
```
Positions in Å, forces in eV/Å.

---

Here are the calculated energy numbers, same order: -285.62280, -859.42578, -2523.42385, -198.86894, -1319.56332, -1847.03100 (Ha).